Arrangement 1

A structure of composition C58H40F12N5PSSeTa. Source: the OMol25 dataset; level of theory: the ωB97M-V functional and the def2-TZVPD basis.

Computed properties:
Lowest unoccupied orbital energy: -0.14174 Ha

ORCA input file:
```
! RIJCOSX wB97M-V def2-TZVPD def2/J DEFGRID3
* xyz 1 1
Ta -9.42 -13.65 -17.05
C -5.74 -11.03 -18.47
C -6.66 -11.79 -17.63
N -7.67 -12.47 -18.12
C -7.83 -12.54 -19.50
C -7.01 -11.82 -20.36
C -6.01 -11.00 -19.84
C -7.24 -11.92 -21.74
C -8.26 -12.70 -22.17
C -9.11 -13.32 -21.32
C -8.96 -13.26 -19.97
N -9.82 -13.79 -18.96
C -11.15 -14.25 -19.37
C -11.44 -15.57 -19.28
C -12.63 -16.05 -19.77
C -13.50 -15.19 -20.44
C -13.16 -13.81 -20.64
C -14.10 -12.89 -21.26
C -13.75 -11.59 -21.12
C -12.56 -11.16 -20.50
N -11.75 -11.97 -19.93
C -12.01 -13.30 -19.97
H -5.04 -10.26 -18.06
H -6.59 -11.75 -16.55
H -5.54 -10.34 -20.49
H -6.75 -11.25 -22.43
H -8.49 -12.79 -23.27
H -10.11 -13.79 -21.60
H -10.72 -16.24 -18.80
H -12.91 -17.06 -19.51
H -14.38 -15.49 -20.97
H -15.04 -13.22 -21.66
H -14.38 -10.81 -21.50
H -12.43 -10.08 -20.49
C -9.51 -8.48 -14.34
C -9.17 -9.06 -12.96
C -10.50 -9.38 -12.26
C -8.44 -7.97 -12.10
C -8.28 -10.36 -13.11
C -7.44 -10.81 -12.10
C -6.76 -12.00 -12.21
C -7.01 -12.86 -13.31
S -6.28 -14.41 -13.71
C -7.14 -14.31 -15.22
N -8.06 -13.35 -15.39
C -7.90 -12.48 -14.29
C -8.47 -11.20 -14.19
C -6.95 -15.22 -16.32
C -5.95 -16.22 -16.31
C -5.90 -17.12 -17.32
C -6.85 -17.07 -18.38
C -7.78 -16.08 -18.38
C -7.85 -15.17 -17.36
H -10.08 -7.59 -14.31
H -10.09 -9.21 -14.92
H -8.56 -8.33 -14.82
H -11.09 -8.47 -12.32
H -10.41 -9.69 -11.19
H -11.07 -10.15 -12.83
H -9.12 -7.12 -11.95
H -7.47 -7.76 -12.54
H -8.32 -8.36 -11.05
H -7.21 -10.23 -11.21
H -6.09 -12.33 -11.41
H -9.17 -10.93 -14.94
H -5.29 -16.39 -15.50
H -5.12 -17.83 -17.23
H -6.78 -17.84 -19.15
H -8.49 -15.97 -19.24
F -14.56 -6.45 -15.72
C -13.23 -6.70 -15.74
F -12.69 -6.02 -16.75
F -12.81 -6.14 -14.60
C -13.02 -8.14 -15.84
C -13.49 -8.93 -14.84
C -13.33 -10.32 -14.99
C -12.75 -10.96 -16.10
C -12.34 -10.10 -17.12
C -12.41 -8.72 -16.90
P -12.42 -12.78 -16.16
C -12.47 -13.23 -14.39
C -13.58 -13.64 -13.67
C -13.57 -13.82 -12.31
C -12.37 -13.67 -11.59
C -11.29 -13.13 -12.35
C -11.32 -12.96 -13.71
C -12.39 -13.70 -10.10
F -11.92 -14.84 -9.63
F -11.66 -12.76 -9.51
F -13.67 -13.60 -9.61
C -14.00 -13.31 -16.94
C -14.20 -14.75 -16.99
C -15.26 -15.30 -17.65
C -16.24 -14.52 -18.18
C -16.15 -13.11 -18.08
C -15.05 -12.56 -17.46
C -17.37 -15.17 -18.94
F -16.86 -15.76 -20.10
F -17.87 -16.25 -18.30
F -18.32 -14.30 -19.24
H -14.01 -8.52 -13.95
H -13.55 -10.91 -14.08
H -11.93 -10.50 -18.04
H -12.04 -8.08 -17.71
H -14.48 -13.69 -14.31
H -14.44 -14.03 -11.78
H -10.34 -12.82 -11.84
H -10.47 -12.54 -14.24
H -13.42 -15.35 -16.54
H -15.44 -16.37 -17.68
H -17.06 -12.49 -18.28
H -15.13 -11.48 -17.34
F -9.60 -16.77 -15.93
C -10.30 -15.56 -15.84
F -10.17 -15.22 -14.53
F -11.61 -15.85 -16.00
Se -9.23 -9.20 -18.59
C -9.63 -10.59 -17.63
N -9.89 -11.59 -17.06
*
```

Arrangement 2

A structure of composition C58H40F12N5PSSeTa. Source: the OMol25 dataset; level of theory: the ωB97M-V functional and the def2-TZVPD basis.

Computed properties:
Lowest unoccupied orbital energy: -0.15856 Ha

ORCA input file:
```
! RIJCOSX wB97M-V def2-TZVPD def2/J DEFGRID3
* xyz 1 1
Ta -1.44 2.66 0.65
C -2.93 -1.82 0.41
C -2.28 -0.59 -0.03
N -1.81 0.32 0.83
C -1.94 0.09 2.18
C -2.67 -0.92 2.68
C -3.21 -1.87 1.71
C -2.91 -1.16 4.03
C -2.29 -0.39 4.97
C -1.46 0.68 4.46
C -1.27 0.96 3.11
N -0.62 2.05 2.48
C 0.61 2.46 2.87
C 1.12 2.67 4.12
C 2.46 3.11 4.18
C 3.29 3.15 3.15
C 2.82 2.88 1.86
C 3.57 2.96 0.70
C 3.11 2.43 -0.43
C 1.76 2.13 -0.53
N 0.87 2.26 0.52
C 1.46 2.52 1.73
H -3.19 -2.61 -0.29
H -2.08 -0.30 -1.04
H -3.86 -2.65 2.08
H -3.57 -1.95 4.31
H -2.42 -0.56 6.02
H -0.98 1.24 5.22
H 0.40 2.84 4.96
H 2.83 3.46 5.14
H 4.37 3.38 3.27
H 4.64 3.28 0.81
H 3.73 2.33 -1.31
H 1.36 1.80 -1.46
C -0.57 -1.24 -5.80
C -0.44 0.15 -5.21
C -0.16 1.19 -6.28
C 0.81 0.08 -4.33
C -1.63 0.56 -4.40
C -2.88 0.49 -5.02
C -4.04 0.96 -4.45
C -3.98 1.43 -3.13
S -5.20 2.12 -2.13
C -4.06 2.23 -0.82
N -2.81 1.99 -1.19
C -2.73 1.50 -2.49
C -1.61 1.03 -3.12
C -4.49 2.55 0.55
C -5.84 2.69 0.80
C -6.19 3.07 2.09
C -5.23 3.31 3.04
C -3.89 3.22 2.69
C -3.50 2.85 1.44
H 0.29 -1.47 -6.35
H -1.41 -1.27 -6.54
H -0.70 -2.08 -5.11
H 0.73 0.98 -6.86
H -0.14 2.21 -5.82
H -0.99 1.16 -6.97
H 1.60 -0.53 -4.87
H 0.65 -0.52 -3.42
H 1.32 1.03 -4.06
H -2.96 0.13 -6.06
H -4.99 1.00 -4.94
H -0.59 1.12 -2.73
H -6.53 2.66 0.01
H -7.22 3.18 2.45
H -5.55 3.63 4.00
H -3.10 3.45 3.36
F 7.40 -0.33 -3.01
C 7.11 -1.55 -2.42
F 8.05 -1.76 -1.49
F 7.32 -2.50 -3.37
C 5.70 -1.49 -1.84
C 5.35 -2.35 -0.76
C 4.06 -2.37 -0.20
C 3.13 -1.40 -0.65
C 3.51 -0.58 -1.72
C 4.73 -0.61 -2.28
P 1.37 -1.35 -0.18
C 0.89 -3.10 -0.55
C 1.11 -4.19 0.32
C 0.70 -5.48 -0.02
C 0.03 -5.71 -1.21
C -0.17 -4.63 -2.05
C 0.21 -3.36 -1.76
C -0.52 -7.02 -1.55
F -0.91 -7.76 -0.53
F 0.42 -7.71 -2.20
F -1.57 -6.90 -2.34
C 1.46 -1.45 1.64
C 0.37 -2.04 2.32
C 0.36 -2.07 3.71
C 1.30 -1.36 4.42
C 2.32 -0.67 3.77
C 2.44 -0.85 2.37
C 1.35 -1.45 5.92
F 2.62 -1.81 6.26
F 1.17 -0.27 6.59
F 0.53 -2.37 6.41
H 6.18 -2.98 -0.34
H 3.90 -3.01 0.70
H 2.73 0.04 -2.17
H 4.95 0.04 -3.10
H 1.50 -4.02 1.31
H 0.86 -6.25 0.76
H -0.74 -4.88 -2.92
H -0.11 -2.58 -2.40
H -0.37 -2.63 1.79
H -0.45 -2.54 4.23
H 3.04 0.00 4.27
H 3.22 -0.32 1.80
F -0.38 3.28 -2.30
C -0.71 4.02 -1.15
F -1.72 4.79 -1.56
F 0.34 4.85 -0.97
Se -1.10 6.96 3.12
C -1.15 5.46 2.14
N -1.29 4.51 1.49
*
```

Calculated relative energies: arrangement 1 28.1; arrangement 2 0.0, given in kJ/mol

Arrangement 1

An isolated molecule of C6H11ClO. Source: the OMol25 dataset; level of theory: the ωB97M-V functional and the def2-TZVPD basis.

Computed properties:
Lowest unoccupied orbital energy: 0.03220 Ha
SMILES string: CC[C@]1(C)O[C@@H]1CCl

ORCA input file:
```
! RIJCOSX wB97M-V def2-TZVPD def2/J DEFGRID3
* xyz 0 1
C -1.90 -1.32 -0.54
C -0.79 -0.79 0.38
C -0.03 0.44 -0.07
C -0.83 1.72 0.01
C 1.42 0.65 -0.06
C 2.35 -0.38 0.49
H -2.70 -0.56 -0.53
H -2.35 -2.25 -0.19
H -1.56 -1.43 -1.58
H -1.29 -0.53 1.33
H -0.07 -1.62 0.68
H -0.29 2.57 -0.45
H -1.12 1.99 0.98
H -1.76 1.55 -0.62
H 1.74 1.66 -0.01
H 1.94 -1.38 0.23
H 2.56 -0.33 1.56
O 0.73 0.24 -1.25
Cl 3.94 -0.24 -0.35
*
```

Arrangement 2

A cluster of 2 separate species, C6H11ClO in total. Source: the OMol25 dataset; level of theory: the ωB97M-V functional and the def2-TZVPD basis.

Computed properties:
Lowest unoccupied orbital energy: 0.01855 Ha

ORCA input file:
```
! RIJCOSX wB97M-V def2-TZVPD def2/J DEFGRID3
* xyz 0 1
C -3.49 -2.07 0.01
C -2.99 -0.87 0.03
C 2.11 -0.82 0.43
C 2.16 1.61 -0.25
C -0.17 0.29 -0.04
C 1.40 0.27 -0.30
O -0.77 1.35 0.26
Cl -4.01 0.50 -0.49
H -4.66 -2.13 -0.18
H -2.87 -2.99 0.11
H 2.31 -1.66 -0.18
H 1.44 -1.14 1.25
H 3.04 -0.44 0.71
H 1.85 2.54 -0.92
H 2.28 2.03 0.81
H 3.28 1.61 -0.55
H -1.97 -0.48 0.37
H 1.43 0.12 -1.41
H -0.37 2.29 0.32
*
```

Calculated relative energies: arrangement 1 0.0; arrangement 2 388.1, given in kJ/mol

Arrangement 1

A cluster of 5 separate species, C15H22F6N2O7 in total. Source: the OMol25 dataset; level of theory: the ωB97M-V functional and the def2-TZVPD basis.

Computed properties:
Lowest unoccupied orbital energy: 0.01098 Ha
SMILES string: CCOC(=O)C(F)(F)F.CCOC(=O)C(F)(F)F.COC(=O)OC.CC#N.CC#N

ORCA input file:
```
! RIJCOSX wB97M-V def2-TZVPD def2/J DEFGRID3
* xyz 0 1
C 17.06 15.87 -14.24
C 17.71 16.15 -12.90
O 18.65 15.12 -12.57
C 19.08 14.99 -11.32
O 19.17 16.01 -10.55
C 19.76 13.63 -10.97
F 19.71 13.37 -9.67
F 19.34 12.62 -11.79
F 21.04 13.67 -11.20
H 16.55 14.91 -14.18
H 17.82 15.74 -15.01
H 16.39 16.68 -14.53
H 17.04 16.56 -12.13
H 18.32 17.02 -13.16
C 18.19 3.65 -22.61
C 19.08 2.65 -23.43
O 19.03 1.35 -22.88
C 19.94 0.89 -22.03
O 20.77 1.59 -21.39
C 19.85 -0.63 -21.88
F 21.05 -1.10 -22.01
F 19.42 -0.95 -20.65
F 19.08 -1.21 -22.87
H 17.14 3.37 -22.68
H 18.09 4.62 -23.11
H 18.54 3.73 -21.58
H 20.10 2.97 -23.63
H 18.50 2.50 -24.34
C 9.68 13.45 -10.47
O 8.79 14.41 -10.02
C 9.16 15.30 -9.06
O 10.24 15.37 -8.52
O 8.11 16.05 -8.75
C 8.17 16.97 -7.67
H 9.45 13.12 -11.49
H 9.54 12.49 -9.96
H 10.75 13.63 -10.48
H 7.32 17.63 -7.51
H 9.06 17.59 -7.77
H 8.36 16.58 -6.67
C 17.76 9.54 -16.86
C 16.33 9.40 -16.44
N 15.21 9.34 -16.14
H 17.91 10.60 -17.07
H 17.99 8.92 -17.72
H 18.42 9.26 -16.04
C 24.36 17.44 -15.78
C 23.82 16.28 -16.49
N 23.37 15.42 -17.13
H 25.43 17.55 -15.94
H 24.17 17.42 -14.70
H 23.80 18.18 -16.35
*
```

Arrangement 2

A cluster of 5 separate species, C15H22F6N2O7 in total. Source: the OMol25 dataset; level of theory: the ωB97M-V functional and the def2-TZVPD basis.

Computed properties:
Lowest unoccupied orbital energy: 0.01087 Ha
SMILES string: CCOC(=O)C(F)(F)F.CCOC(=O)C(F)(F)F.COC(=O)OC.CC#N.CC#N

ORCA input file:
```
! RIJCOSX wB97M-V def2-TZVPD def2/J DEFGRID3
* xyz 0 1
C -25.87 -9.12 23.67
C -26.80 -10.00 22.93
O -27.84 -10.44 23.78
C -28.82 -11.11 23.20
O -28.75 -11.61 22.07
C -30.17 -11.03 24.05
F -31.10 -10.54 23.30
F -30.52 -12.30 24.36
F -30.15 -10.27 25.17
H -26.34 -8.38 24.33
H -25.24 -8.66 22.91
H -25.13 -9.58 24.32
H -26.26 -10.79 22.40
H -27.23 -9.49 22.07
C -26.91 -5.49 24.29
C -27.61 -6.17 25.43
O -28.77 -5.44 25.60
C -29.60 -5.90 26.64
O -29.45 -6.95 27.32
C -30.84 -4.97 26.88
F -31.97 -5.68 26.53
F -30.83 -4.53 28.15
F -30.77 -3.96 26.00
H -27.23 -6.01 23.39
H -25.83 -5.41 24.43
H -27.06 -4.41 24.33
H -27.04 -6.10 26.35
H -27.83 -7.21 25.20
C -22.14 -4.99 24.55
O -21.72 -6.34 24.34
C -22.49 -7.23 24.91
O -23.51 -7.08 25.56
O -21.85 -8.36 24.66
C -22.10 -9.60 25.33
H -22.27 -4.67 25.58
H -23.13 -4.92 24.10
H -21.47 -4.26 24.09
H -22.92 -9.43 26.02
H -21.26 -9.95 25.93
H -22.42 -10.29 24.55
C -26.29 -10.09 27.10
C -27.48 -10.90 26.97
N -28.45 -11.56 26.88
H -25.68 -10.41 27.95
H -26.64 -9.08 27.30
H -25.78 -10.23 26.15
C -23.66 -1.73 30.14
C -23.10 -2.37 28.90
N -22.65 -2.93 27.94
H -23.13 -0.81 30.35
H -23.58 -2.46 30.94
H -24.71 -1.55 29.88
*
```

Calculated relative energies: arrangement 1 60.7; arrangement 2 0.0, given in kJ/mol

Arrangement 1

A cluster of 2 separate species, CH4BrOP in total. Source: the OMol25 dataset; level of theory: the ωB97M-V functional and the def2-TZVPD basis.

Computed properties:
Lowest unoccupied orbital energy (alpha / beta): -0.03458 / 0.00989 Ha

ORCA input file:
```
! RIJCOSX wB97M-V def2-TZVPD def2/J DEFGRID3
* xyz 0 1
C -0.83 -0.51 0.45
O -0.35 -1.31 -0.47
P 1.33 1.64 0.06
Br -2.56 0.25 0.12
H -0.48 -0.57 1.43
H -0.50 -0.99 -1.37
H 1.76 0.70 0.88
H 1.64 0.79 -1.09
*
```

Arrangement 2

An isolated molecule of CH4BrOP. Source: the OMol25 dataset; level of theory: the ωB97M-V functional and the def2-TZVPD basis.

Computed properties:
Lowest unoccupied orbital energy: 0.01367 Ha
SMILES string: O[C@@H](P)Br

ORCA input file:
```
! RIJCOSX wB97M-V def2-TZVPD def2/J DEFGRID3
* xyz 0 1
C -0.30 -0.22 0.56
O 0.22 -1.33 -0.04
P 0.55 1.32 -0.01
Br -2.28 0.11 -0.17
H -0.60 -0.28 1.68
H 0.14 -1.31 -0.96
H 1.72 0.72 0.47
H 0.54 1.00 -1.52
*
```

Calculated relative energies: arrangement 1 215.4; arrangement 2 0.0, given in kJ/mol